22
Properties=species:S:1:pos:R:3:forces:R:3 method="wB97M-V/def2-TZVPD" de_lowest_kcal_mol=27.21 charge=-1 e_tot_ha=-329.40982 homo_lumo_gap_ev="1.98 / 8.42" spin_multiplicity=2
C -0.387 -1.173 -1.275 -0.12 0.55 0.95
N 0.182 -0.055 -0.524 0.07 -0.24 -0.53
C -0.453 0.249 0.771 0.95 0.54 -1.44
C -0.529 2.254 -1.247 -0.09 -0.31 0.66
C 0.466 1.107 -1.432 -0.30 -0.26 1.72
C 1.864 1.572 -1.095 0.84 0.62 -0.48
H -1.306 -0.861 -1.794 0.05 -0.30 -0.37
H 0.389 -1.553 -1.939 -0.24 -0.03 -0.38
H -0.661 -1.981 -0.594 0.05 0.03 0.04
H -0.574 -0.668 1.326 -0.41 -0.17 0.08
H -1.343 0.841 0.567 -0.60 -0.35 0.77
H 0.246 0.874 1.337 -0.12 0.04 0.11
H -0.232 3.172 -1.753 -0.29 -0.24 -0.64
H -0.580 2.568 -0.204 0.12 -0.13 0.14
H -1.515 1.838 -1.474 -0.14 0.67 -0.39
H 0.309 0.770 -2.457 0.59 -0.22 -0.04
H 2.309 2.156 -1.913 -0.05 0.01 0.14
H 1.860 2.214 -0.210 -0.18 0.03 -0.03
H 2.555 0.769 -0.843 -0.19 -0.28 -0.25
H -0.853 -4.739 5.703 -0.53 -0.05 0.75
H -1.249 -4.713 4.221 -0.19 0.11 -0.07
O -0.498 -4.643 4.828 0.75 -0.01 -0.73